{"formula": "C35H27AsBrClN2O8ReS2", "method": "ωB97M-V with the def2-TZVPD basis set", "elements": ["Re", "Br", "C", "C", "C", "C", "O", "C", "C", "N", "C", "C", "C", "C", "C", "C", "C", "C", "N", "C", "C", "H", "H", "H", "H", "H", "H", "H", "H", "H", "H", "O", "As", "O", "O", "C", "C", "C", "C", "C", "C", "S", "O", "O", "O", "H", "H", "H", "H", "H", "O", "S", "C", "C", "C", "C", "C", "C", "C", "C", "C", "C", "C", "C", "H", "H", "H", "H", "H", "H", "H", "H", "H", "H", "Cl", "C", "H", "H"], "positions_angstrom": [[0.774000, -0.680100, 0.378700], [-3.733000, 4.707600, 3.422700], [-2.601600, 3.233100, 3.040500], [-2.764000, 2.046200, 3.784100], [-1.944000, 0.985100, 3.561100], [-0.886900, 1.041100, 2.590300], [-0.055700, 0.108100, 2.470900], [-0.779800, 2.254400, 1.807200], [0.239600, 2.398200, 0.866000], [1.125300, 1.475500, 0.507700], [2.342700, 1.882200, -0.029100], [2.750600, 3.176000, -0.327100], [4.030000, 3.415500, -0.830700], [4.946600, 2.406400, -0.979000], [4.598300, 1.083400, -0.638600], [5.478400, -0.013300, -0.726600], [5.024500, -1.259200, -0.371000], [3.705800, -1.432900, 0.054300], [2.839100, -0.427600, 0.121500], [3.280700, 0.826400, -0.193500], [-1.653900, 3.334100, 2.065400], [-3.546900, 1.983200, 4.526400], [-2.072900, 0.060500, 4.104700], [0.326000, 3.389600, 0.424700], [2.097600, 4.020700, -0.181000], [4.301600, 4.427800, -1.090500], [5.938100, 2.607000, -1.354300], [6.492300, 0.135500, -1.066000], [5.668500, -2.119400, -0.438800], [3.345400, -2.418200, 0.324200], [-1.552600, 4.237900, 1.481200], [-1.533800, -2.068300, 3.223800], [-1.988300, -2.189400, 1.542900], [-3.558600, -1.842100, 1.485100], [-1.140800, -1.255800, 0.446100], [-1.624200, -4.084600, 1.216900], [-2.702300, -4.954100, 1.130600], [-2.482400, -6.318400, 1.032400], [-1.186500, -6.814800, 1.042100], [-0.110600, -5.944900, 1.133000], [-0.339200, -4.583700, 1.222000], [1.048100, -3.457800, 1.202600], [2.245000, -4.250300, 1.311700], [0.918200, -2.436200, 2.236100], [0.969000, -2.782900, -0.127400], [-0.575100, -1.949300, 3.260700], [-3.701000, -4.531000, 1.142800], [-3.322700, -6.991100, 0.940600], [-1.013100, -7.878100, 0.970000], [0.909900, -6.297700, 1.137300], [-1.411800, 1.191800, -0.627600], [-2.443700, 1.598100, -1.600400], [-1.631400, 2.917400, -2.578100], [-2.383600, 3.795400, -3.343100], [-1.735700, 4.791500, -4.057800], [-0.355900, 4.912600, -3.992100], [0.383700, 4.051600, -3.197900], [-0.258600, 3.053700, -2.485500], [-2.377400, 0.277000, -2.876500], [-1.912700, 0.460900, -4.167500], [-1.735300, -0.639500, -4.990500], [-2.029500, -1.910900, -4.526300], [-2.538800, -2.085200, -3.248100], [-2.722400, -0.990200, -2.418900], [-3.458200, 3.692400, -3.389500], [-2.302900, 5.471100, -4.677000], [0.147000, 5.673900, -4.569700], [1.458200, 4.143000, -3.144200], [0.298100, 2.355800, -1.883800], [-1.660900, 1.444500, -4.533600], [-1.339100, -0.498700, -5.986000], [-1.863800, -2.764500, -5.166400], [-2.762700, -3.077000, -2.879300], [-3.088300, -1.121900, -1.407300], [1.729100, 0.439700, -2.690200], [0.729100, -0.670900, -1.794500], [1.048300, -1.669000, -2.099700], [-0.292500, -0.509000, -2.127900]], "atomic_forces_ev_per_a": [[-0.51, 0.44, 1.54], [-0.01, 0.00, -0.03], [0.06, 0.32, -0.27], [0.14, 0.06, -0.20], [0.44, -0.25, -0.01], [-0.90, 1.77, 0.03], [1.29, -1.60, -1.74], [-0.09, -0.76, 0.42], [0.12, -0.21, 0.27], [-0.63, -0.59, -0.06], [0.72, 0.36, -0.29], [-0.47, -0.66, 0.20], [0.49, -0.19, -0.13], [-0.11, 0.15, -0.03], [-0.48, -0.03, 0.18], [-0.36, -0.36, 0.15], [0.36, 0.37, -0.20], [-0.30, 0.09, 0.04], [0.64, -0.43, -0.10], [0.15, 0.51, 0.04], [-0.23, 0.02, 0.18], [-0.04, 0.00, 0.00], [0.04, 0.00, 0.00], [0.20, -0.02, 0.10], [-0.11, 0.04, 0.01], [0.05, 0.08, 0.00], [0.11, 0.04, -0.01], [0.10, 0.02, -0.05], [0.05, -0.13, 0.07], [0.04, 0.08, -0.04], [-0.03, 0.11, -0.01], [0.06, -0.02, -0.01], [-1.49, -1.03, 1.03], [-0.71, -0.12, -0.34], [1.00, 0.70, -1.00], [-0.25, 0.73, 0.12], [-0.08, 0.34, -0.03], [0.09, -0.02, -0.05], [-0.05, 0.08, -0.01], [0.35, -0.08, 0.04], [0.33, 0.26, -0.15], [1.09, -2.46, 0.55], [-0.29, 0.03, -0.07], [-0.07, 0.72, -0.39], [0.07, 1.40, -0.29], [0.09, 0.08, 0.21], [0.02, -0.06, 0.01], [-0.04, -0.06, 0.04], [0.04, -0.06, 0.01], [0.03, -0.10, -0.02], [0.01, -0.03, 0.25], [0.14, 0.22, -1.36], [-0.50, -0.12, 0.27], [0.02, -0.09, 0.03], [-0.04, 0.01, -0.09], [0.05, 0.03, -0.05], [-0.10, -0.01, -0.02], [-0.08, -0.11, 0.13], [-0.26, 0.38, 0.23], [0.07, 0.11, -0.01], [0.03, -0.06, -0.02], [-0.02, 0.01, -0.06], [0.03, 0.02, 0.12], [-0.11, 0.05, 0.14], [-0.12, 0.01, -0.01], [-0.07, 0.04, -0.01], [0.01, 0.11, -0.02], [0.12, -0.01, 0.01], [0.02, -0.03, 0.09], [0.05, 0.05, 0.00], [-0.01, -0.01, -0.06], [0.00, -0.10, -0.04], [-0.06, -0.02, 0.00], [0.02, -0.01, 0.06], [0.72, 0.58, -0.83], [-0.91, -0.51, 1.32], [-0.08, 0.03, 0.13], [0.15, -0.12, 0.15]], "lumo_energy_ev": [-1.911, -1.644], "total_charge": 0, "homo_energy_ev": [-7.586, -7.609], "gap_ev": [5.675, 5.965], "multiplicity": 2}